No. 1
{"formula": "C13H23O2PdS2Sb", "method": "ωB97M-V/def2-TZVPD", "charge": -2, "energy_ev": -49636.049, "homo_energy_ev": 0.6, "gap_ev": 4.617, "e_lumo_ev": 5.1920, "elements": ["Pd", "C", "O", "C", "C", "O", "C", "H", "H", "H", "H", "H", "H", "H", "H", "H", "H", "S", "C", "C", "C", "C", "C", "C", "S", "H", "H", "H", "H", "C", "Sb", "C", "C", "H", "H", "H", "H", "H", "H", "H", "H", "H"], "coordinates": [[-1.31, 0.31, -1.01], [0.30, 1.02, 3.06], [0.95, -0.23, 3.12], [2.35, -0.17, 2.97], [2.80, -1.20, 1.95], [2.72, -0.63, 0.68], [2.30, -1.53, -0.34], [0.58, 1.67, 3.90], [-0.77, 0.83, 3.08], [0.53, 1.53, 2.11], [2.83, -0.34, 3.95], [2.66, 0.81, 2.60], [2.14, -2.08, 2.03], [3.83, -1.53, 2.17], [3.09, -2.26, -0.56], [2.09, -0.94, -1.23], [1.38, -2.04, -0.05], [-0.06, -0.21, -3.02], [0.06, -1.97, -2.90], [0.78, -2.65, -3.90], [0.96, -4.02, -3.91], [0.40, -4.78, -2.88], [-0.31, -4.13, -1.88], [-0.51, -2.74, -1.85], [-1.42, -2.07, -0.50], [1.22, -2.04, -4.69], [1.53, -4.49, -4.70], [0.52, -5.86, -2.85], [-0.75, -4.71, -1.07], [-0.65, 4.06, 0.39], [-2.03, 2.41, 0.00], [-3.42, 3.73, -1.04], [-3.03, 2.81, 1.92], [-1.21, 4.95, 0.71], [-0.11, 4.29, -0.53], [0.08, 3.79, 1.16], [-3.60, 4.63, -0.44], [-4.36, 3.22, -1.23], [-2.97, 4.00, -1.99], [-3.32, 3.86, 2.01], [-2.36, 2.55, 2.74], [-3.92, 2.17, 2.00]]}

***

No. 2
{"formula": "C13H24AlBrO10P", "method": "ωB97M-V/def2-TZVPD", "charge": -1, "energy_ev": -120274.928, "homo_energy_ev": -3.3, "gap_ev": 5.378, "e_lumo_ev": 2.0457, "elements": ["O", "C", "O", "C", "C", "C", "Al", "Br", "C", "O", "O", "P", "O", "O", "H", "H", "H", "H", "H", "H", "H", "H", "H", "H", "H", "H", "O", "C", "O", "C", "C", "C", "H", "H", "H", "H", "H", "H", "O", "C", "O", "C", "C", "C", "H", "H", "H", "H", "H", "H"], "coordinates": [[0.41, 5.09, -1.76], [-0.57, 5.43, -2.39], [-1.64, 5.97, -1.74], [-0.70, 5.23, -3.88], [-0.80, 3.74, -4.28], [0.50, 2.91, -4.09], [-0.10, 1.06, -3.46], [-0.81, 1.39, -1.17], [1.36, -0.36, -3.65], [1.37, -1.25, -2.51], [0.00, -1.61, -2.36], [-1.99, 0.24, -4.66], [-2.62, 1.45, -5.69], [-3.19, 0.01, -3.47], [-1.58, 5.63, -0.84], [0.09, 5.76, -4.42], [-1.66, 5.69, -4.15], [-1.16, 3.66, -5.31], [-1.56, 3.29, -3.61], [1.18, 3.37, -3.37], [0.97, 2.80, -5.08], [2.37, 0.06, -3.74], [1.19, -1.00, -4.53], [-0.13, -1.76, -1.42], [-3.04, 2.11, -5.13], [-3.46, 0.90, -3.21], [0.24, 0.93, 1.02], [0.43, 0.62, 2.15], [-0.52, 0.72, 3.13], [0.04, 0.37, 4.40], [1.26, -0.49, 4.07], [1.73, 0.11, 2.75], [0.31, 1.29, 4.93], [-0.69, -0.18, 4.99], [2.02, -0.47, 4.86], [0.96, -1.52, 3.93], [2.41, 0.95, 2.89], [2.18, -0.64, 2.10], [0.67, -3.25, 5.87], [0.65, -4.07, 5.00], [1.70, -4.28, 4.17], [1.35, -5.24, 3.16], [0.18, -6.02, 3.75], [-0.50, -4.97, 4.62], [1.07, -4.70, 2.26], [2.20, -5.88, 2.95], [-0.47, -6.46, 3.00], [0.56, -6.83, 4.39], [-1.23, -4.38, 4.05], [-0.97, -5.40, 5.50]]}

***

No. 3
{"formula": "C13H24AlClI2N2P2S", "method": "ωB97M-V/def2-TZVPD", "charge": 2, "energy_ev": -81573.825, "homo_energy_ev": [-15.0, -15.1], "gap_ev": [6.069, 4.672], "e_lumo_ev": [-8.9749, -10.3789], "elements": ["I", "I", "Al", "P", "C", "C", "H", "H", "H", "H", "H", "H", "C", "H", "H", "H", "P", "C", "C", "H", "H", "H", "C", "H", "H", "H", "H", "H", "H", "Cl", "N", "C", "N", "C", "C", "C", "C", "C", "C", "S", "H", "H", "H", "H", "H", "H"], "coordinates": [[1.24, 2.02, -3.41], [0.48, -3.16, -1.55], [-0.12, -1.01, -0.44], [1.55, -1.95, 1.30], [3.31, -2.20, 0.92], [1.66, -0.81, 2.72], [2.21, -1.32, 3.51], [1.65, -3.60, 3.03], [0.65, -0.56, 3.07], [0.01, -3.52, 2.30], [3.66, -1.36, 0.30], [2.18, 0.11, 2.45], [1.09, -3.52, 2.09], [3.87, -2.24, 1.87], [1.33, -4.36, 1.43], [3.44, -3.15, 0.38], [-1.79, -0.50, -2.17], [-1.57, -0.38, -3.98], [-3.17, -1.69, -2.08], [-3.03, 1.02, -0.75], [-3.39, 1.27, -2.51], [-1.85, 1.88, -1.79], [-2.60, 1.08, -1.76], [-3.36, -1.96, -1.03], [-4.06, -1.23, -2.52], [-2.40, 0.20, -4.40], [-1.56, -1.38, -4.42], [-2.90, -2.60, -2.64], [-0.62, 0.14, -4.17], [-1.65, -1.60, 1.05], [2.69, 0.25, -0.97], [1.82, 1.13, -0.36], [0.60, 0.78, 0.06], [-0.02, 1.84, 0.77], [-1.20, 1.75, 1.51], [-1.62, 2.84, 2.26], [-0.88, 4.04, 2.24], [0.30, 4.13, 1.49], [0.74, 3.01, 0.78], [2.24, 2.78, -0.11], [3.39, 0.77, -1.49], [2.25, -0.43, -1.58], [-1.74, 0.81, 1.51], [-2.51, 2.75, 2.87], [-1.22, 4.90, 2.80], [0.91, 5.02, 1.44]]}

***

No. 4
{"formula": "C13H24BrCl2CoNSi2", "method": "ωB97M-V/def2-TZVPD", "charge": 1, "multiplicity": 5, "energy_ev": -163824.762, "homo_energy_ev": [-12.4, -12.6], "gap_ev": [8.996, 6.082], "e_lumo_ev": [-3.4080, -6.5490], "elements": ["Co", "C", "Si", "C", "C", "C", "C", "C", "C", "C", "C", "N", "Si", "C", "C", "C", "H", "H", "H", "H", "H", "H", "H", "H", "H", "H", "H", "H", "H", "H", "H", "H", "H", "H", "H", "H", "H", "H", "Cl", "C", "Cl", "H", "H", "Br"], "coordinates": [[8.13, 8.54, 7.55], [11.66, 9.85, 5.22], [11.52, 9.44, 7.08], [13.17, 8.89, 7.86], [10.97, 10.95, 8.04], [10.22, 8.02, 7.39], [10.08, 7.83, 8.81], [11.08, 7.34, 9.64], [10.92, 7.41, 11.01], [9.66, 7.70, 11.52], [8.60, 7.91, 10.67], [8.80, 8.04, 9.33], [10.40, 6.40, 6.43], [9.48, 5.15, 7.44], [9.70, 6.55, 4.66], [12.18, 5.80, 6.16], [12.68, 10.07, 4.92], [10.96, 10.71, 5.06], [11.26, 9.01, 4.64], [14.07, 9.51, 7.59], [13.44, 7.86, 7.61], [13.05, 9.03, 8.97], [11.76, 11.68, 8.30], [10.61, 10.62, 9.01], [10.10, 11.44, 7.57], [12.03, 7.05, 9.24], [11.74, 7.29, 11.67], [9.49, 7.76, 12.60], [7.57, 8.15, 10.99], [8.45, 5.50, 7.75], [9.99, 4.92, 8.36], [9.35, 4.21, 6.87], [9.21, 7.52, 4.52], [9.00, 5.75, 4.41], [10.48, 6.51, 3.90], [12.73, 5.50, 7.06], [12.73, 6.61, 5.66], [12.16, 4.90, 5.47], [6.70, 6.81, 5.98], [5.27, 7.75, 6.56], [5.59, 8.53, 8.22], [4.38, 7.09, 6.72], [5.04, 8.57, 5.89], [7.67, 10.22, 5.89]]}

***

No. 5
{"formula": "C13H24ClI2N2P2Zr", "method": "ωB97M-V/def2-TZVPD", "charge": 3, "energy_ev": -65397.050, "homo_energy_ev": [-17.1, -17.1], "gap_ev": [4.072, 4.068], "e_lumo_ev": [-13.0330, -13.0173], "elements": ["I", "I", "Zr", "P", "C", "C", "H", "H", "H", "H", "H", "H", "C", "H", "H", "H", "P", "C", "C", "H", "H", "H", "C", "H", "H", "H", "H", "H", "H", "Cl", "N", "C", "N", "C", "C", "C", "C", "C", "C", "H", "H", "H", "H", "H", "H"], "coordinates": [[-1.32, 2.02, -0.17], [-0.91, -2.77, 0.01], [0.55, -0.27, -2.35], [-2.59, -0.35, -1.39], [-3.72, -0.31, 0.09], [-3.41, 0.93, -2.41], [-4.50, 0.69, -2.54], [-4.50, -1.56, -2.41], [-2.95, 0.95, -3.38], [-2.93, -1.93, -3.16], [-3.47, 0.54, 0.72], [-3.31, 1.91, -1.96], [-3.42, -1.76, -2.22], [-4.77, -0.16, -0.29], [-3.31, -2.63, -1.59], [-3.72, -1.21, 0.71], [2.80, -0.30, -1.34], [3.57, -0.20, 0.21], [3.34, -1.72, -2.31], [2.71, 1.19, -3.27], [4.35, 0.89, -2.51], [3.14, 2.00, -1.72], [3.27, 1.10, -2.34], [2.87, -1.82, -3.27], [4.44, -1.49, -2.44], [4.60, -0.17, -0.19], [3.35, -1.11, 0.75], [3.23, -2.64, -1.74], [3.35, 0.68, 0.81], [-0.12, -0.27, -4.57], [-0.96, -1.02, 3.06], [-0.99, -1.01, 1.73], [-0.25, -0.14, 1.18], [0.44, 0.52, 2.25], [1.21, 1.68, 2.12], [1.38, 2.43, 3.30], [0.89, 1.93, 4.53], [0.20, 0.66, 4.60], [-0.05, -0.06, 3.46], [-1.35, -1.79, 3.57], [-1.34, -1.95, 1.18], [1.50, 1.94, 1.06], [1.81, 3.42, 3.24], [1.09, 2.66, 5.36], [-0.18, 0.50, 5.63]]}